{"formula": "C29H41CaCl2N3O9P2", "method": "wB97M-V/def2-TZVPD", "symbols": ["O", "H", "P", "H", "H", "H", "C", "O", "C", "C", "C", "H", "C", "H", "C", "H", "Cl", "H", "H", "H", "H", "C", "H", "H", "C", "O", "Ca", "O", "H", "C", "C", "Cl", "C", "C", "H", "H", "N", "H", "H", "H", "H", "H", "P", "C", "C", "C", "N", "O", "C", "H", "C", "H", "C", "C", "H", "O", "O", "H", "H", "C", "C", "N", "C", "H", "H", "C", "O", "H", "H", "C", "C", "H", "H", "C", "H", "H", "H", "C", "H", "C", "H", "O", "H", "H", "C", "H", "H"], "positions_angstrom": [[0.080954, -1.375070, 1.594488], [-3.763667, 0.968367, -3.957668], [-2.616120, -1.938107, -1.545524], [-5.472490, 1.952767, -1.755880], [-2.485238, 4.117632, -2.420696], [-4.440661, 1.701441, -0.350808], [1.730308, -3.023907, 1.989768], [1.799726, -1.292743, 0.276358], [5.164936, -2.198197, -0.447308], [1.268444, 2.252291, -2.002156], [2.617938, 1.806828, -0.043895], [3.209083, -2.440523, 0.045285], [0.052429, 4.444343, 0.855496], [8.340276, -1.004743, -0.536992], [4.271572, -3.128695, 1.649290], [6.307522, -3.727622, 1.389815], [6.568349, -1.063344, 1.607452], [-0.941743, -6.126641, -0.706430], [2.469832, -3.719672, 4.442973], [-4.178887, 4.134370, -1.930213], [5.854639, -2.256878, -3.783858], [5.621715, -4.172834, 3.360037], [4.693507, 1.753836, 0.440213], [-1.680051, 1.958702, -0.043799], [4.985523, -2.340151, -1.838671], [-2.195712, -1.665247, -0.119362], [-0.156918, -1.172515, -0.510885], [-3.304093, -4.434520, -1.224517], [0.700400, 5.232254, 1.235784], [6.370566, -1.611189, -0.027830], [-3.230343, 3.619829, -1.800922], [3.409292, -2.814544, -2.404152], [-3.377711, 2.144629, -2.194486], [1.211973, -1.779777, 1.265629], [-1.089345, -3.579197, -3.597178], [-1.469152, -3.087945, 0.937878], [-2.125966, 1.390134, -1.960711], [-1.946308, -5.126287, -3.427784], [-2.412226, 0.480564, -0.209125], [-1.867519, -0.248113, -2.529803], [-0.730350, 4.909580, 0.261562], [0.593511, 0.969385, -3.577754], [-0.756634, -3.991079, -0.807582], [1.875842, 2.746433, 0.659462], [5.480998, -3.677194, 2.082230], [0.973577, 1.985892, -3.452740], [-1.725960, 1.112007, -0.619868], [-1.514204, -1.180077, -2.494094], [2.284283, 1.544626, -1.368633], [6.567602, -4.594137, 3.666478], [7.247777, -1.679759, -2.259037], [-2.938444, 3.709414, -0.754471], [3.801612, 1.141561, 0.587976], [4.547799, -4.132871, 4.232043], [1.042839, -3.185405, 2.823690], [-0.295396, -5.492173, -1.023714], [0.341671, -3.079187, -1.185405], [1.541051, -3.821108, 1.252052], [4.657119, -4.482442, 5.246299], [-3.637591, 2.015634, -3.697664], [0.567225, 3.215825, -1.285675], [4.157050, -2.600267, 0.384739], [7.411581, -1.398552, -0.914771], [0.250761, 2.693208, -3.856259], [-2.842277, -3.657625, -3.868209], [-2.016596, -4.050594, -3.275272], [-3.996867, -1.618559, -1.957921], [8.068295, -1.529053, -2.944302], [1.885436, 2.073483, -4.041653], [3.320420, -3.683597, 3.777248], [0.843191, 3.449333, 0.055885], [-1.358937, 1.901863, -2.388934], [3.975580, 0.171164, 0.135879], [-2.244158, -3.716451, -1.819476], [2.859986, 0.817036, -1.929428], [-4.570636, 0.445091, -1.591480], [-4.108407, -3.908548, -1.359010], [-4.534906, 1.517455, -1.419469], [3.653324, 1.010135, 1.656757], [3.143354, -3.208213, 2.483693], [-4.541271, 2.550208, -3.974845], [-1.133139, -3.977033, 0.724932], [-0.402687, 3.953804, 1.715835], [-0.194916, 3.811813, -1.773021], [6.012661, -2.100802, -2.729407], [2.113957, 2.953366, 1.694641], [-2.807812, 2.419613, -4.273980]], "forces_ev_per_a": [[-0.87, 0.05, 1.47], [-0.03, -0.15, -0.05], [-1.14, -0.25, -1.13], [-0.07, 0.09, 0.00], [0.08, 0.07, -0.04], [-0.03, 0.04, 0.13], [-0.20, 0.04, -0.12], [1.85, 0.25, 0.04], [0.15, -0.09, -0.23], [0.10, 0.07, -0.05], [0.07, 0.04, 0.02], [0.26, 0.15, 0.06], [0.06, -0.01, 0.00], [0.12, 0.09, 0.03], [0.17, -0.39, 0.50], [0.05, -0.03, 0.00], [0.11, 0.30, -0.16], [-0.20, -0.30, 0.13], [-0.13, -0.01, 0.01], [-0.09, 0.08, 0.01], [-0.08, -0.03, -0.12], [-0.08, 0.00, 0.02], [0.04, -0.01, 0.03], [0.03, -0.21, -0.21], [0.19, 0.10, 0.09], [-0.99, -0.33, 0.54], [0.15, 4.69, -2.01], [-0.34, -0.21, 0.00], [0.01, 0.08, 0.06], [-0.08, -0.05, -0.05], [0.08, -0.33, -0.06], [0.21, -0.06, -0.13], [-0.38, 0.29, -0.06], [1.43, -0.88, 1.92], [0.01, -0.02, -0.22], [-0.37, 0.16, 0.42], [0.10, -0.25, -0.13], [0.00, -0.04, 0.07], [0.01, 0.18, 0.00], [0.06, 0.71, -0.28], [-0.08, 0.03, -0.05], [-0.04, 0.00, -0.17], [-0.31, -2.14, 0.05], [-0.05, -0.05, -0.10], [-0.16, -0.15, -0.07], [0.07, -0.05, 0.09], [0.00, 0.27, 0.30], [-0.49, -0.62, 0.36], [-0.10, 0.19, 0.03], [0.08, 0.00, 0.06], [0.03, 0.11, 0.05], [0.01, 0.08, 0.09], [-0.05, 0.02, -0.06], [0.06, -0.05, 0.12], [0.11, -0.06, -0.18], [0.13, 0.22, -0.13], [0.34, -1.36, -0.78], [-0.04, 0.02, 0.16], [-0.03, -0.07, 0.12], [0.05, -0.04, 0.31], [0.10, -0.01, 0.10], [-0.54, 0.12, -0.17], [-0.05, -0.10, -0.09], [-0.09, 0.01, -0.03], [0.00, 0.00, -0.05], [0.16, 0.02, -0.13], [-0.05, -0.31, -0.06], [0.02, 0.02, -0.05], [0.00, -0.05, -0.09], [0.08, 0.06, -0.02], [-0.03, 0.03, -0.06], [0.00, -0.07, 0.07], [0.07, -0.12, 0.03], [0.27, 0.52, 0.32], [0.02, -0.09, -0.01], [-0.06, -0.09, 0.00], [-0.07, -0.12, 0.02], [0.30, -0.05, -0.08], [0.04, -0.06, 0.09], [0.14, 0.09, -0.10], [-0.09, 0.11, -0.04], [0.07, -0.16, -0.38], [-0.08, 0.04, 0.07], [-0.08, 0.00, -0.08], [-0.11, 0.00, 0.05], [0.05, -0.04, 0.11], [0.13, 0.08, -0.10]], "mulliken_charge": [-0.900, 0.370, 0.996, 0.525, 0.324, 0.344, -1.305, -0.359, -0.555, 0.747, 1.160, -0.521, -1.864, 0.448, 1.045, 0.553, -0.139, 0.357, 0.415, 0.542, 0.466, -0.604, 0.494, 0.114, 0.435, -1.081, 0.964, -0.605, 0.508, 0.804, -1.617, -0.143, 1.559, 1.720, 0.380, 0.512, 0.397, 0.372, 0.194, 0.639, 0.307, 0.252, 0.914, -0.994, -0.427, -1.795, -0.466, -0.714, -0.568, 0.411, -0.558, 0.290, -1.204, -0.969, 0.397, -0.588, -0.642, 0.200, 0.382, -1.765, -0.237, 0.298, -0.678, 0.309, 0.392, -1.863, -0.920, 0.386, 0.499, -0.642, 0.499, -0.284, -0.149, 1.223, 0.477, 0.328, 0.450, -1.651, 0.374, 0.264, 0.453, -0.622, 0.353, 0.466, -0.684, 0.471, 0.333], "gap_ev": 7.79, "e_lumo_ev": 0.463, "total_energy_ha": -4252.1897, "de_lowest_kj_mol": 239.35, "charge": 0}